DFT (ωB97M-V/def2-TZVPD) results for C9H4BrN4OS2Sn as an isolated structure.

CARTESIAN COORDINATES (ANGSTROEM)
Sn 1.829 -1.360 -1.048
S 1.906 -0.653 1.423
C 1.947 1.063 1.806
C 1.072 1.345 2.889
N 0.344 1.526 3.753
C 2.699 2.096 1.326
S 3.951 1.999 0.068
C 2.510 3.392 1.855
N 2.316 4.457 2.229
O 3.647 0.270 -1.757
N 3.193 0.865 -0.738
Br -0.048 0.931 -1.642
C -1.334 -0.446 -1.294
C -2.673 -0.158 -1.141
C -3.525 -1.234 -0.923
C -2.996 -2.517 -0.887
C -1.629 -2.683 -1.025
N -0.801 -1.657 -1.217
H -3.027 0.860 -1.177
H -4.581 -1.066 -0.781
H -3.636 -3.373 -0.746
H -1.163 -3.658 -0.972

Cartesian forces, eV/Å:
-0.26 0.28 0.20
0.00 -0.31 0.00
0.63 -0.09 -0.73
-0.06 0.07 -0.11
-0.39 0.12 0.48
-0.16 -0.70 0.05
0.57 0.77 0.78
0.05 0.12 -0.10
0.01 0.52 0.21
-0.02 1.07 1.39
-0.74 -1.92 -2.38
-0.08 -0.13 0.08
0.05 -0.20 0.05
0.16 0.13 -0.01
0.28 -0.08 -0.03
-0.01 0.10 -0.02
-0.07 -0.21 0.08
0.25 0.58 0.09
-0.05 0.04 -0.04
-0.08 0.01 -0.03
-0.01 -0.10 0.05
-0.06 -0.07 0.00

Properties
total energy: -4223.94061 a.u.
frontier orbital gap: 7.34 eV
net charge: +1
LUMO level: -0.1958 hartree
strongest force on any atom: 0.0613 hartree/bohr
molecular weight: 446.907 g mol⁻¹
ΔE to the lowest compared entry with this formula, charge and spin: 107.4 kJ/mol

=====

DFT (ωB97M-V/def2-TZVPD) results for C9H4Cl2N2O3PrSc as an isolated structure.

CARTESIAN COORDINATES (ANGSTROEM)
Pr -1.791 -0.318 -4.545
Sc 0.647 0.121 -0.965
Cl -0.748 -1.863 -2.509
Cl -0.814 1.635 -2.068
C 1.633 1.896 -0.305
C -0.063 -1.623 -5.481
C -0.007 0.906 -5.617
O 1.918 2.930 0.130
O 0.891 -2.189 -5.789
O 0.921 1.357 -6.145
N -0.099 0.120 6.206
C -0.146 -0.022 5.045
C -0.204 -0.181 3.607
C 0.959 -0.515 2.908
C 0.911 -0.574 1.525
N -0.249 -0.295 0.830
C -1.406 -0.082 1.529
C -1.410 -0.007 2.912
H 1.904 -0.699 3.426
H 1.805 -0.832 0.922
H -2.309 0.042 0.927
H -2.341 0.193 3.456

Cartesian forces, eV/Å:
-3.15 -0.06 3.31
-2.34 -2.62 -0.32
0.08 1.27 -0.80
0.13 -0.70 -0.64
2.62 7.48 3.07
6.08 -4.23 -2.43
6.29 3.64 -3.67
-1.29 -5.16 -2.19
-4.20 2.37 1.26
-4.69 -2.15 2.64
-0.09 -0.28 -2.33
-0.02 0.15 1.41
-0.20 0.10 0.99
1.09 -0.21 -0.72
-0.75 0.50 0.33
0.44 -0.13 0.22
0.16 0.13 -0.17
-0.36 -0.07 -0.25
-0.36 -0.01 -0.10
-0.07 -0.04 0.37
0.25 0.08 0.30
0.37 -0.08 -0.28

Properties
total energy: -2877.06292 a.u.
frontier orbital gap (alpha / beta): 4.19 / 5.01 eV
net charge: +4
LUMO level (alpha / beta): -0.6499 / -0.6199 hartree
strongest force on any atom: 0.1653 hartree/bohr
molecular weight: 444.912 g mol⁻¹
2S+1: 3
<S²>: 2.00
ΔE to the lowest compared entry with this formula, charge and spin: 32.8 kJ/mol

=====

DFT (ωB97M-V/def2-TZVPD) results for C9H4Cl2N2O3SmTi as an isolated structure.

CARTESIAN COORDINATES (ANGSTROEM)
Ti 0.915 1.354 -4.886
Sm 0.164 0.966 -0.633
Cl 0.923 2.323 -2.814
Cl -1.401 -0.377 -1.950
C -1.723 1.730 0.796
C 2.472 1.970 -5.745
C 0.079 2.425 -6.227
O -2.598 1.796 1.557
O 3.463 2.418 -6.215
O -0.407 3.106 -7.054
N -3.109 -2.733 4.252
C -2.118 -2.351 3.768
C -0.967 -1.803 3.100
C 0.337 -2.106 3.497
C 1.391 -1.510 2.853
C 1.164 -0.654 1.776
N -0.109 -0.427 1.350
C -1.161 -0.905 2.056
H 0.451 -2.786 4.342
H 2.415 -1.708 3.180
H 1.974 -0.143 1.261
H -2.155 -0.586 1.734

Cartesian forces, eV/Å:
-2.03 -4.71 3.53
-0.18 -0.48 -0.90
0.30 0.69 0.54
0.60 0.43 0.46
-5.38 0.98 4.19
9.89 4.41 -4.68
-4.69 6.49 -7.67
4.31 -0.13 -3.84
-6.02 -2.75 2.73
2.76 -3.88 4.66
-1.30 -0.60 0.74
2.64 1.34 -1.63
-1.87 -1.00 1.58
0.50 -0.57 0.76
1.31 -0.14 0.28
-1.48 -0.92 0.74
-0.36 0.35 0.70
0.41 0.86 -2.16
0.37 0.06 -0.16
-0.27 0.06 -0.06
0.25 -0.14 0.04
0.23 -0.36 0.15

Properties
total energy: -3106.57898 a.u.
frontier orbital gap (alpha / beta): 7.62 / 6.07 eV
net charge: +4
LUMO level (alpha / beta): -0.5576 / -0.6728 hartree
strongest force on any atom: 0.2293 hartree/bohr
molecular weight: 457.275 g mol⁻¹
2S+1: 7
<S²>: 12.46
ΔE to the lowest compared entry with this formula, charge and spin: 63.8 kJ/mol

=====

DFT (ωB97M-V/def2-TZVPD) results for C9H4F12MnNO6S3Sb as an isolated structure.

CARTESIAN COORDINATES (ANGSTROEM)
Mn -0.973 0.794 0.692
O 2.014 3.244 1.203
C 1.526 2.278 0.697
O 0.425 1.715 1.218
C 2.191 1.580 -0.458
C 3.554 1.755 -0.558
C 4.271 1.195 -1.616
C 3.620 0.489 -2.623
C 2.256 0.334 -2.566
C 1.517 0.838 -1.465
S -0.146 0.528 -1.518
H 4.053 2.349 0.194
H 5.343 1.333 -1.661
H 4.178 0.077 -3.452
H 1.722 -0.189 -3.348
F -4.136 -1.355 2.584
C -3.068 -2.119 2.704
F -2.552 -1.996 3.908
F -3.373 -3.374 2.448
S -1.787 -1.536 1.442
O -2.482 -0.547 0.567
O -0.796 -0.703 2.172
N -1.255 -2.682 0.591
S -0.215 -3.756 1.259
O -0.379 -3.794 2.677
O -0.227 -4.917 0.445
C 1.460 -2.942 0.965
F 2.204 -3.716 0.195
F 1.329 -1.752 0.361
F 2.070 -2.756 2.122
F -2.071 2.304 0.153
Sb -3.282 2.854 -1.391
F -2.816 1.131 -2.030
F -4.663 2.093 -0.379
F -4.350 3.288 -2.855
F -3.478 4.485 -0.502
F -1.683 3.471 -2.177

Cartesian forces, eV/Å:
-0.21 -0.07 0.10
0.05 0.01 -0.03
-0.08 -0.15 0.20
0.27 0.25 -0.04
0.00 0.05 -0.09
0.00 0.00 -0.04
0.02 0.01 0.01
-0.03 0.01 0.00
0.05 0.00 -0.01
0.03 0.10 0.11
0.07 -0.30 -0.28
0.00 0.00 0.01
0.01 0.00 0.00
0.01 0.00 -0.01
-0.02 -0.01 0.01
-0.02 0.03 0.01
0.11 0.01 -0.02
-0.01 -0.03 -0.02
-0.01 0.03 0.00
0.07 0.40 -0.21
0.05 -0.18 -0.16
0.00 -0.19 0.07
0.12 -0.18 0.30
-0.22 0.11 -0.26
0.00 -0.06 0.05
0.08 -0.07 0.07
-0.05 0.03 0.04
0.02 -0.08 -0.05
-0.02 0.06 -0.05
0.01 0.00 0.05
-0.23 0.30 0.25
0.00 0.11 -0.09
-0.14 0.02 0.03
0.10 0.03 -0.08
0.05 -0.04 0.07
-0.01 -0.10 -0.03
-0.07 -0.07 0.06

Properties
total energy: -4635.85742 a.u.
frontier orbital gap (alpha / beta): 6.99 / 6.91 eV
net charge: 0
LUMO level (alpha / beta): -0.1332 / -0.1647 hartree
strongest force on any atom: 0.0088 hartree/bohr
molecular weight: 723.007 g mol⁻¹
2S+1: 6
<S²>: 8.84
ΔE to the lowest compared entry with this formula, charge and spin: 124.4 kJ/mol

=====

DFT (ωB97M-V/def2-TZVPD) results for C9H58CdNO21 as an isolated structure.

CARTESIAN COORDINATES (ANGSTROEM)
Cd 1.753 0.290 -4.531
C 1.901 -1.051 0.319
C 0.592 -1.286 -0.352
C -0.498 -1.533 0.692
C -0.984 -0.307 1.478
C -1.419 0.780 0.422
C -0.260 1.107 -0.605
N 0.188 -0.146 -1.249
O 0.828 -0.139 -2.546
C 0.892 1.847 0.106
C -0.912 2.206 -1.549
C 0.667 -2.636 -1.106
H 2.595 -0.417 -0.233
H 2.439 -1.990 0.453
H 1.726 -0.617 1.303
H -0.130 -2.245 1.431
H -1.347 -2.059 0.256
H -0.242 0.003 2.213
H -1.836 -0.668 2.053
H -1.814 1.698 0.858
H -2.242 0.382 -0.172
H 0.577 2.820 0.482
H 1.806 2.005 -0.467
H 1.191 1.244 0.963
H -0.993 3.123 -0.965
H -1.900 1.941 -1.926
H -0.313 2.430 -2.432
H 0.906 -3.472 -0.448
H 1.497 -2.722 -1.807
H -0.228 -2.981 -1.624
O 1.647 4.367 -2.589
H 0.959 4.668 -3.182
H 1.304 4.543 -1.713
O 1.599 -0.279 4.515
H 1.497 0.514 5.041
H 0.726 -0.670 4.498
O 2.811 3.049 2.683
H 2.967 3.599 3.450
H 3.288 3.481 1.975
O 5.317 -0.581 0.567
H 4.796 0.051 1.061
H 5.490 -1.288 1.189
O -0.926 5.253 -3.776
H -1.031 6.000 -3.187
H -1.497 4.578 -3.412
O 2.738 1.934 -3.769
H 3.587 2.272 -4.052
H 2.457 2.536 -3.080
O -3.610 -4.293 0.104
H -3.617 -3.747 0.890
H -2.771 -4.752 0.138
O -2.892 4.590 3.028
H -2.597 3.681 2.962
H -2.407 5.049 2.342
O -1.126 -5.323 -0.153
H -0.431 -5.063 0.452
H -1.348 -6.217 0.107
O -2.381 -5.095 -2.588
H -1.727 -5.214 -1.899
H -3.033 -4.512 -2.201
O -4.263 -3.030 2.306
H -4.565 -3.819 2.755
H -4.041 -2.422 3.011
O 3.743 4.340 0.601
H 4.177 5.137 0.905
H 3.109 4.645 -0.048
O -1.099 -1.231 4.671
H -1.536 -0.538 5.167
H -1.269 -1.013 3.754
O 3.468 -3.657 -3.261
H 3.400 -4.544 -2.907
H 2.563 -3.400 -3.439
O 4.849 -1.413 -1.936
H 5.008 -1.061 -1.061
H 4.322 -2.198 -1.787
O -2.137 -0.444 -3.224
H -2.039 0.505 -3.143
H -1.621 -0.802 -2.503
O -4.642 2.254 0.921
H -5.505 2.373 1.317
H -4.137 1.783 1.584
O -4.781 1.362 -3.159
H -5.097 1.199 -2.270
H -4.173 0.643 -3.332
O -0.692 2.581 3.055
H -0.450 2.370 2.153
H -0.166 3.352 3.271
O 0.747 -4.640 1.946
H 1.481 -4.339 1.411
H 1.113 -4.736 2.825

Cartesian forces, eV/Å:
-1.50 -2.02 0.25
1.27 0.10 0.77
-0.92 -0.09 -1.40
-0.24 0.14 0.77
-0.34 0.14 -1.45
1.16 -0.90 0.22
-0.07 0.99 -0.50
-1.68 -1.11 -0.80
0.22 0.64 1.29
-0.01 -0.47 0.77
0.53 -1.11 -0.23
0.44 -0.28 -0.82
-0.26 0.06 -0.24
0.05 -0.16 0.24
0.36 0.00 0.14
0.36 -0.16 -0.02
-0.17 0.28 -0.35
0.20 0.43 -0.23
-0.46 0.27 -0.01
0.20 0.17 0.14
-0.02 -0.21 0.00
-0.06 0.21 0.06
-0.17 -0.16 -0.45
0.16 0.35 0.11
-0.18 -0.01 0.05
-0.17 -0.06 0.30
0.34 -0.16 0.09
-0.14 0.23 0.69
-0.04 0.66 -0.19
-0.24 0.53 -0.06
0.85 -0.26 0.30
-0.63 0.18 -0.48
-0.22 -0.10 0.18
0.63 0.02 -0.19
0.02 0.22 0.02
-0.49 -0.27 0.18
-0.50 -0.48 0.77
0.04 0.00 0.28
0.09 0.17 -0.57
0.24 0.16 0.28
-0.25 0.28 0.11
0.11 -0.24 0.14
0.50 -0.02 -0.08
-0.14 0.33 0.08
-0.30 -0.33 0.04
1.35 1.49 0.39
0.36 -0.02 -0.26
-0.67 0.48 0.61
-0.51 -0.21 -0.48
-0.11 0.37 0.12
0.38 0.01 -0.14
-0.32 0.35 0.23
0.33 -0.34 0.02
0.03 0.08 -0.18
0.12 -0.32 -0.15
0.31 0.22 0.51
-0.01 -0.43 0.02
-0.02 -0.21 -0.72
0.16 0.11 0.19
-0.24 0.18 0.24
-0.11 0.35 0.34
-0.17 -0.32 0.06
0.12 0.21 0.16
0.31 0.11 -0.32
0.27 0.27 0.04
-0.18 -0.03 -0.24
0.07 -0.34 0.19
-0.12 0.24 0.21
-0.09 0.08 -0.41
0.27 0.07 0.10
-0.01 -0.29 0.02
-0.31 0.14 -0.13
0.06 0.01 -0.62
0.10 0.25 0.37
-0.22 -0.29 -0.36
-1.01 -0.02 -0.61
0.36 0.08 0.01
0.67 0.00 0.42
0.11 0.00 -0.29
-0.24 0.11 0.09
0.15 -0.14 0.14
-0.07 0.43 -0.15
-0.06 -0.03 0.27
0.25 -0.51 -0.06
-0.51 -0.06 0.26
0.28 -0.21 -0.24
0.26 0.17 0.13
-0.13 -0.10 -0.15
0.30 0.21 -0.16
-0.03 -0.07 0.31

Properties
total energy: -2180.06762 a.u.
frontier orbital gap (alpha / beta): 5.90 / 5.28 eV
net charge: 0
LUMO level (alpha / beta): -0.0183 / -0.0401 hartree
strongest force on any atom: 0.0492 hartree/bohr
molecular weight: 628.961 g mol⁻¹
2S+1: 2
<S²>: 0.75

=====

DFT (ωB97M-V/def2-TZVPD) results for an isolated molecule of C9H5FI2O2.

CARTESIAN COORDINATES (ANGSTROEM)
C -0.635 1.927 0.210
C -2.010 1.797 0.152
C -1.765 -0.587 -0.037
C -0.381 -0.468 -0.006
C 0.176 0.804 0.131
C -2.568 0.535 0.036
C 0.442 -1.726 -0.061
C 1.644 -1.621 -0.868
C 2.401 0.061 0.419
O 0.126 -2.704 0.582
O 1.547 1.050 0.173
F 2.345 -0.446 1.656
I -4.665 0.321 -0.020
I 4.364 0.524 -0.185
H -0.175 2.897 0.318
H -2.637 2.673 0.206
H -2.188 -1.577 -0.119
H 2.369 -2.413 -0.806
H 1.608 -1.050 -1.780

Cartesian forces, eV/Å:
0.30 -0.08 -0.01
0.03 -0.07 0.01
-0.03 0.10 0.01
0.14 0.12 0.21
-0.43 -0.20 -0.05
-0.47 -0.12 -0.05
-0.08 0.10 -0.09
1.43 2.39 1.92
-0.90 -3.06 -2.13
-0.05 -0.03 0.01
-0.08 0.49 0.22
-0.06 0.35 0.01
0.38 0.04 0.00
-0.14 0.01 0.11
0.05 0.09 0.02
-0.04 0.07 0.01
-0.03 -0.07 0.02
0.08 -0.19 0.02
-0.11 0.07 -0.25

Properties
total energy: -1191.60990 a.u.
frontier orbital gap: 8.32 eV
net charge: 0
LUMO level: -0.0258 hartree
strongest force on any atom: 0.0747 hartree/bohr
molecular weight: 417.943 g mol⁻¹